Record 1
C25H36N2O6S | ωB97M-V/def2-TZVPD

Output
SMILES = CCOc1ccc(N(CC(=O)NC(C(C)C)C(C)C)S(=O)(=O)c2ccc(OC)c(OC)c2)cc1
relative energy (zero: lowest compared OMol25 entry of this formula, charge and spin) = 24.4 kJ/mol
gap between HOMO and LUMO = 8.6 eV

Structure (ORCA input):
```
! RIJCOSX wB97M-V def2-TZVPD def2/J DEFGRID3
* xyz 0 1
H -0.72 0.58 1.98
H 2.76 -2.87 -3.02
O 2.04 3.02 2.50
O -1.46 1.96 -2.91
H -0.65 1.13 4.35
C 0.45 5.18 2.53
O -0.33 4.42 1.63
O -0.49 -2.61 0.12
O -2.81 0.89 -1.19
H -4.46 -2.06 0.97
H 3.91 2.21 2.10
H 3.59 2.86 3.73
H -1.53 -2.50 -2.26
C -4.50 -1.52 1.91
C 4.60 -2.35 -4.75
N -2.10 -1.09 0.63
H 1.03 -0.06 -0.70
C -1.56 0.25 2.61
H 5.45 -2.24 -6.72
H 0.68 -2.49 -1.86
C 0.98 -1.79 -2.64
C 5.79 -2.24 -5.69
C -0.36 1.57 -0.57
H 1.43 5.43 2.11
H 6.33 -1.32 -5.50
C 3.17 2.29 2.91
C 1.58 1.36 0.79
H -1.84 -0.11 4.73
H -3.35 -1.30 3.71
C 0.18 -0.70 -2.95
C -1.37 -1.82 -0.22
H -3.01 1.39 1.47
C -3.22 -1.76 2.72
C 2.61 -1.12 -4.27
C 0.13 3.27 1.09
H 0.01 1.05 -4.18
C -1.96 -1.14 2.07
H -1.12 -1.82 2.26
C 0.77 0.87 -0.22
C -0.67 2.76 0.07
H -3.92 -3.72 3.32
C 1.28 2.54 1.47
H -2.19 -3.46 3.59
H -0.25 -0.58 4.12
H -5.36 -1.87 2.47
H -2.80 -3.73 1.95
H -0.12 6.10 2.69
H 4.05 -3.28 -4.94
H -3.50 1.05 3.14
H 2.90 1.29 3.25
S -1.53 1.04 -1.82
H 6.46 -3.09 -5.54
H 2.16 0.67 -5.33
H -1.55 3.31 -0.22
C 2.18 -2.01 -3.29
C 0.62 0.19 -3.93
H -2.72 -0.39 0.24
H -2.82 -1.38 -1.76
O 3.77 -1.24 -4.98
H -2.27 2.27 2.80
H 0.59 4.67 3.48
C -2.66 1.30 2.50
C -1.04 0.16 4.04
H 4.95 -2.36 -3.70
N -1.06 -0.49 -2.31
C -3.02 -3.26 2.91
H -4.65 -0.46 1.70
C -1.75 -1.60 -1.69
H 2.45 0.79 1.07
C 1.82 -0.02 -4.57
*
```


Record 2
C5H10N2O | ωB97M-V/def2-TZVPD

Output
SMILES = C=CNN(O)C(=C)C
relative energy (zero: lowest compared OMol25 entry of this formula, charge and spin) = 427.5 kJ/mol
gap between HOMO and LUMO = 8.6 eV

Structure (ORCA input):
```
! RIJCOSX wB97M-V def2-TZVPD def2/J DEFGRID3
* xyz 0 1
C -0.90 -1.61 0.10
N 1.01 -0.07 -0.23
C 0.57 -1.80 -1.86
H -1.70 -0.86 0.08
C -1.08 2.37 1.47
C -0.26 1.83 0.57
H -1.14 2.01 2.49
N 0.60 0.77 0.76
H 0.50 0.33 1.67
O 2.10 0.38 -0.95
H 2.57 0.89 -0.27
H -0.25 2.19 -0.46
H -1.32 -2.55 -0.27
C 0.28 -1.15 -0.72
H -1.75 3.18 1.19
H 1.41 -1.49 -2.48
H -0.60 -1.78 1.14
H -0.03 -2.63 -2.21
*
```


Record 3
C36H30N5PPb | ωB97M-V/def2-TZVPD

Output
gap between HOMO and LUMO = 7.4 eV

Structure (ORCA input):
```
! RIJCOSX wB97M-V def2-TZVPD def2/J DEFGRID3
* xyz 2 1
H 1.84 -6.55 0.82
C -4.57 3.37 -1.08
N 4.06 -6.06 -1.98
H -3.93 -1.34 0.98
H 2.70 -0.68 1.64
C 1.80 -3.67 -0.97
H 3.92 3.25 -1.08
H 0.08 -5.25 2.03
H 3.63 1.66 -1.79
C -0.84 1.73 2.91
C -3.09 -3.04 -1.83
H -1.66 4.88 -2.59
C -4.05 2.36 -1.88
C 3.34 -0.85 0.78
N 0.92 1.94 -1.75
H -0.55 6.03 -1.84
N -0.18 2.71 -1.93
C 1.56 -5.55 0.50
C 1.35 4.08 -1.22
C 3.20 -5.61 -1.36
H -0.47 -2.96 1.26
Pb 0.64 -0.37 -0.95
C 6.89 -1.78 0.13
H -5.33 4.04 -1.47
H 3.38 1.93 -0.06
C 5.52 -1.42 -0.09
C -3.34 -1.67 0.14
H 5.69 -1.45 -2.24
H 5.05 -1.30 2.00
H -2.86 2.76 1.77
H -4.75 -3.15 -0.48
C -3.17 2.65 0.75
C -1.42 -1.46 -1.28
C -2.28 -0.18 3.25
H 1.88 4.96 -0.90
C -0.95 2.05 4.26
H 3.36 -0.81 -2.63
C 4.67 -1.20 0.99
H -2.72 0.69 -1.99
C -1.01 5.05 -1.74
C 0.04 4.00 -1.64
C -1.52 0.63 2.41
C 2.17 -4.96 -0.60
N 7.98 -2.06 0.30
H 2.26 -3.21 -1.82
C 2.90 -0.73 -0.51
C -3.09 1.50 -1.37
H -3.47 -3.81 -2.49
H -1.00 2.34 -2.38
H -0.23 2.35 2.26
P -1.43 0.44 0.62
H -4.39 2.24 -2.89
C 0.59 -4.83 1.17
C 3.28 2.38 -1.05
H -2.79 -1.06 2.87
N 0.89 -2.97 -0.29
C -2.12 -1.06 -0.15
C 0.29 -3.55 0.75
C 3.71 -0.93 -1.61
H -4.55 4.28 0.86
C -1.87 -2.44 -2.14
H -2.97 -0.47 5.25
C -2.65 1.64 -0.05
C -4.14 3.51 0.23
C 1.87 2.78 -1.32
H -1.31 -2.75 -3.01
C 5.04 -1.28 -1.40
C -1.73 1.26 5.09
C -3.81 -2.67 -0.70
H -0.43 2.92 4.65
H -1.62 5.05 -0.84
H -1.82 1.52 6.14
C -2.38 0.15 4.59
*
```


Record 4
C12H17BCeN6O2 | ωB97M-V/def2-TZVPD

Output
relative energy (zero: lowest compared OMol25 entry of this formula, charge and spin) = 0.0 kJ/mol
gap between HOMO and LUMO (spin up / spin down) = 7.6 / 7.6 eV

Structure (ORCA input):
```
! RIJCOSX wB97M-V def2-TZVPD def2/J DEFGRID3
* xyz 2 1
C 0.95 -1.71 2.09
H -2.65 -0.11 -2.17
C -0.78 2.67 -2.45
H 3.62 -2.01 -3.28
B 1.37 -2.35 -1.54
C -1.12 2.24 1.23
H -1.42 3.91 2.53
C -1.97 -0.95 -2.25
C 3.26 -1.09 -2.83
H 2.83 2.08 -1.98
C -0.96 -2.90 -2.66
H -1.88 2.59 -2.42
H 1.69 -0.49 0.53
N 1.27 -1.36 0.83
H 0.83 -4.48 0.31
H -0.66 -3.90 -2.95
H -3.06 -2.59 -3.28
N -0.69 -0.87 -1.77
N 1.26 -2.45 0.01
H 4.47 0.58 -3.62
C 3.67 0.24 -2.99
O -1.67 1.29 0.58
N 1.94 0.16 -1.53
H -1.87 2.33 3.24
N 2.26 -1.14 -1.95
C 0.69 -3.07 2.07
H 0.41 -3.69 2.90
C 0.90 -3.50 0.76
H 1.80 -3.37 -2.01
H 0.89 -0.98 2.88
H -0.46 3.69 -2.15
H -2.93 3.08 2.00
C -1.89 2.95 2.33
Ce 0.22 1.22 -1.01
N -0.09 -2.09 -2.04
H -0.41 2.43 -3.46
C 2.85 1.01 -2.16
C -2.17 -2.22 -2.82
O 0.08 2.63 0.95
*
```


Record 5
CH2ClI3Si | ωB97M-V/def2-TZVPD

Output
SMILES = ClC[Si](I)(I)I
relative energy (zero: lowest compared OMol25 entry of this formula, charge and spin) = 23.8 kJ/mol
gap between HOMO and LUMO = 8.8 eV

Structure (ORCA input):
```
! RIJCOSX wB97M-V def2-TZVPD def2/J DEFGRID3
* xyz 0 1
I -1.89 -3.57 -0.57
I 0.65 -2.24 -3.19
I 2.12 -2.77 0.47
H 0.67 0.42 -0.77
C -0.21 -0.10 -0.32
Cl -1.59 0.62 -1.20
Si 0.08 -1.99 -0.81
H -0.51 -0.10 0.77
*
```


Record 6
C70H154O32 | ωB97M-V/def2-TZVPD

Output
gap between HOMO and LUMO = 9.5 eV

Structure (ORCA input):
```
! RIJCOSX wB97M-V def2-TZVPD def2/J DEFGRID3
* xyz 0 1
H 10.40 -30.69 22.37
C 16.79 -22.52 21.97
H 9.80 -32.21 32.60
H 17.77 -22.06 22.12
H 17.50 -17.92 24.51
H 15.39 -21.13 29.81
H 13.77 -20.68 30.32
H 16.86 -25.10 17.95
C 16.81 -29.90 19.01
H 8.65 -26.97 17.30
H 14.58 -19.30 25.90
H 13.09 -27.69 23.55
C 12.16 -24.14 13.42
H 13.29 -26.90 21.27
H 8.44 -25.83 27.04
H 7.48 -18.31 22.44
H 12.40 -27.19 25.99
H 11.97 -31.41 26.82
C 12.78 -26.45 25.29
C 10.37 -29.87 29.76
C 7.62 -18.98 21.59
H 11.35 -19.01 20.75
H 16.96 -29.85 28.78
C 16.42 -28.88 30.70
H 9.86 -28.92 29.64
H 13.28 -34.39 25.00
H 18.25 -30.56 26.60
H 11.73 -30.08 24.40
O 8.40 -23.76 23.07
C 7.48 -32.75 31.42
H 18.56 -32.11 27.54
O 17.18 -32.26 25.97
C 6.50 -22.30 23.52
O 16.43 -21.25 19.95
H 17.26 -28.24 28.90
H 11.65 -30.23 19.86
H 7.39 -29.71 19.46
C 13.46 -22.61 24.07
O 18.70 -30.63 23.72
C 10.58 -26.85 18.21
H 8.80 -31.05 25.58
H 13.83 -30.64 25.62
O 16.73 -27.50 18.91
C 16.15 -22.06 18.96
H 10.19 -26.36 19.10
H 17.36 -28.43 20.50
H 11.42 -27.08 23.84
H 11.59 -26.43 18.17
H 14.67 -28.16 25.02
C 11.94 -22.80 24.42
O 12.66 -23.32 15.52
H 16.86 -30.68 19.77
H 8.10 -23.30 13.13
H 14.36 -23.04 16.66
C 13.69 -20.24 24.16
C 9.66 -26.66 17.05
H 15.55 -26.74 22.17
H 14.93 -22.03 21.12
O 15.62 -23.16 19.00
H 9.84 -31.84 30.25
O 14.14 -21.52 24.65
H 10.02 -27.36 16.29
H 13.09 -24.13 17.29
H 11.08 -31.70 24.34
O 17.69 -28.72 31.34
H 9.83 -22.71 27.00
C 8.89 -29.09 26.53
C 12.62 -34.55 25.85
C 15.90 -21.54 21.23
H 14.95 -21.53 31.44
C 7.06 -18.29 20.36
C 9.32 -30.97 29.85
H 11.16 -24.56 13.51
O 13.13 -31.64 24.05
O 13.73 -25.26 14.88
H 16.70 -30.27 24.14
C 14.09 -22.85 30.10
H 14.00 -18.11 24.74
H 6.45 -30.86 31.23
H 8.27 -21.83 22.38
H 7.27 -30.26 25.69
H 8.66 -29.48 27.52
H 16.58 -26.10 23.46
C 9.01 -26.76 27.03
H 9.72 -23.11 14.78
C 12.93 -24.34 14.69
H 11.35 -22.06 23.86
H 8.49 -22.85 16.07
H 18.75 -29.65 21.88
O 7.03 -25.49 22.28
H 13.58 -22.67 22.99
H 12.35 -25.47 25.44
C 9.00 -26.03 23.52
H 13.13 -34.80 26.78
H 9.23 -32.32 34.20
H 11.86 -19.02 22.41
O 11.89 -33.37 26.02
H 13.10 -22.01 18.51
H 20.21 -26.70 31.83
H 12.61 -20.09 24.10
O 8.28 -30.50 30.67
H 7.22 -23.03 21.64
H 6.46 -29.35 21.53
C 12.00 -29.43 20.52
C 14.64 -25.86 29.55
O 14.13 -26.28 25.64
H 12.91 -25.23 19.68
H 16.35 -26.03 16.48
H 7.62 -21.84 13.89
H 10.16 -24.53 20.56
H 8.86 -25.59 14.80
H 15.81 -20.61 21.79
H 16.40 -22.92 22.91
H 13.94 -24.57 20.97
H 5.99 -18.08 20.48
H 9.57 -21.77 25.63
H 7.59 -25.03 15.84
H 20.18 -28.45 31.64
O 8.48 -29.52 21.19
H 12.78 -29.27 27.58
H 10.75 -27.91 18.39
O 9.66 -19.42 23.50
O 11.18 -30.20 28.71
H 20.01 -29.35 23.02
H 12.89 -28.98 20.08
H 14.68 -27.91 26.75
H 12.15 -23.08 13.17
O 14.81 -23.48 29.08
C 8.25 -29.13 19.81
C 10.76 -23.66 20.32
H 11.43 -31.90 21.87
C 7.19 -31.44 30.69
H 10.68 -24.98 16.32
C 8.91 -32.02 33.20
C 7.41 -29.84 23.34
C 12.62 -32.21 26.45
H 13.19 -24.59 28.42
H 7.49 -28.04 22.13
H 14.51 -32.26 25.39
H 11.55 -20.56 21.63
C 14.52 -19.06 24.84
H 7.07 -19.89 21.84
C 15.65 -26.87 18.30
H 13.21 -32.54 27.30
H 14.03 -23.50 24.34
H 9.09 -29.36 19.17
H 9.97 -26.58 26.55
H 9.98 -29.06 26.48
H 9.07 -31.33 28.85
O 12.33 -30.03 21.74
C 11.81 -31.03 23.88
H 9.72 -25.43 24.08
C 8.32 -30.07 25.46
H 15.98 -27.23 25.72
C 11.21 -19.53 21.70
C 7.70 -22.91 14.07
H 6.31 -23.05 24.28
H 15.95 -29.80 31.05
C 7.64 -22.69 22.59
C 10.05 -22.70 25.94
H 8.80 -30.93 33.19
C 18.27 -27.54 31.43
C 19.65 -27.61 32.07
C 14.55 -21.43 30.43
H 16.01 -17.07 25.16
H 6.67 -33.44 31.17
H 19.25 -31.93 26.02
H 13.97 -20.27 23.11
C 16.72 -21.50 17.66
O 7.71 -32.69 32.84
C 8.02 -25.06 22.88
H 11.55 -26.35 21.46
H 14.61 -24.84 27.58
C 18.94 -29.49 22.94
C 8.71 -23.33 15.12
C 12.48 -26.84 23.87
H 15.60 -28.64 20.28
H 12.62 -28.70 29.24
C 14.92 -27.43 25.80
H 6.67 -23.23 14.23
H 18.04 -28.09 24.39
H 7.49 -17.29 20.33
C 16.57 -28.57 19.77
C 17.14 -32.38 24.60
C 7.41 -29.12 22.01
H 15.21 -25.01 17.34
H 5.54 -22.07 23.07
H 8.33 -33.33 31.05
C 8.63 -24.85 15.57
H 16.02 -30.09 18.29
H 15.53 -28.83 28.74
C 12.06 -29.04 28.37
H 16.85 -18.22 26.05
H 19.58 -27.76 33.15
C 13.59 -31.68 25.40
O 12.82 -25.80 22.97
O 8.44 -29.45 24.19
H 11.61 -22.15 17.74
O 15.86 -19.05 24.36
C 18.36 -31.64 26.58
H 10.82 -23.59 19.23
H 10.29 -22.75 20.71
H 18.98 -27.41 22.99
H 12.73 -24.62 12.62
O 8.33 -27.76 26.34
H 16.21 -21.97 16.83
C 12.67 -22.06 17.51
C 16.51 -28.96 29.21
C 12.60 -26.12 21.60
C 16.58 -26.70 22.55
O 11.49 -22.83 25.79
H 6.78 -31.64 29.70
H 8.39 -26.70 24.12
H 7.50 -30.91 23.14
H 11.85 -35.30 25.65
H 16.88 -23.41 21.35
H 17.87 -33.10 24.24
O 14.49 -27.16 18.37
H 14.09 -25.83 30.50
H 11.64 -23.76 24.00
H 15.71 -25.89 29.71
H 17.81 -30.05 18.59
H 6.44 -29.57 23.76
O 8.96 -19.30 21.33
H 11.57 -28.14 27.98
O 17.81 -26.46 31.08
H 7.23 -18.89 19.47
H 12.83 -21.07 17.07
C 16.55 -18.00 25.02
H 17.80 -21.63 17.58
O 13.15 -23.37 30.72
H 16.19 -32.83 24.30
H 11.28 -28.61 20.56
C 14.26 -24.70 28.60
H 6.85 -21.37 23.96
C 12.94 -24.93 20.73
O 16.98 -28.04 22.74
C 9.86 -19.45 22.28
O 12.10 -23.79 20.97
C 16.07 -25.67 17.47
H 16.51 -20.43 17.56
H 17.22 -26.28 21.78
C 13.28 -23.21 16.73
H 7.98 -28.08 19.65
H 17.03 -31.29 22.75
C 9.66 -25.17 16.67
C 17.34 -31.07 23.77
H 9.51 -26.65 22.79
C 11.45 -30.95 22.40
H 9.15 -27.06 28.07
H 10.92 -29.79 30.70
H 9.60 -23.58 25.48
H 15.74 -28.08 31.00
H 9.57 -24.53 17.54
C 18.26 -28.16 23.32
H 14.28 -26.75 29.03
*
```


Record 7
C7H15N | ωB97M-V/def2-TZVPD

Output
<S²> = 0.756
relative energy (zero: lowest compared OMol25 entry of this formula, charge and spin) = 367.7 kJ/mol
gap between HOMO and LUMO (spin up / spin down) = 5.1 / 4.4 eV

Structure (ORCA input):
```
! RIJCOSX wB97M-V def2-TZVPD def2/J DEFGRID3
* xyz -1 2
C -1.44 1.02 1.47
H 1.46 0.01 -1.29
C -0.23 -1.39 -1.58
C 0.47 -0.17 0.55
C -0.53 -2.89 -1.45
H -1.97 -0.03 1.65
H 1.83 -1.54 -0.46
H 1.22 0.13 1.36
H -0.37 -2.55 -0.35
H 0.97 2.11 -0.73
H 0.21 -3.78 -1.77
H 0.06 -1.07 1.17
C -0.48 0.96 0.29
C 0.40 2.19 0.28
H -0.25 3.13 0.24
N 1.21 2.39 1.46
H -0.11 -0.90 -2.60
H -1.54 -3.12 -1.90
H -0.81 1.22 2.36
H -2.24 1.83 1.45
H 2.19 2.41 1.30
C 0.89 -0.82 -0.77
H -0.92 0.85 -0.65
*
```


no.,maximum force (Eh/bohr),energy (eV)
1,0.0238,-52609.07815
2,0.0337,-10370.87478
3,0.0286,-59788.59211
4,0.1349,-39346.37555
5,0.0321,-45774.41457
6,0.0740,-140596.15027
7,0.0846,-8986.74504